C31H25IIrN7O8 | wB97M-V/def2-TZVPD

* energy above the lowest of the compared OMol25 structures with the same formula, charge and spin: 0.000 eV
* 2S+1: 6
* molecular weight: 942.70 g mol⁻¹
* charge: +1
* HOMO (alpha / beta): -0.41486 / -0.41621 Ha

The geometry in XYZ format:
```
73
C31H25IIrN7O8 (wB97M-V/def2-TZVPD)
Ir 0.19341 -0.55657 -2.00372
O -3.60541 -5.22144 -0.07960
C -2.84047 -4.22107 -0.52942
C -3.36095 -2.98702 -0.92853
C -2.48061 -2.03530 -1.39051
N -1.17833 -2.27152 -1.45612
C -0.66404 -3.41841 -1.03078
C -1.46118 -4.44024 -0.57434
C 0.84308 -3.44362 -1.04058
O 1.48183 -4.41653 -0.73831
O 1.37557 -2.28685 -1.39391
C -2.86274 -0.64039 -1.82374
O -3.98489 -0.21872 -1.73239
O -1.84108 0.04115 -2.30631
H -4.53825 -4.97424 -0.08201
H -4.41663 -2.75003 -0.88299
H -1.02152 -5.36672 -0.23351
O 0.19651 1.72714 -1.03908
C -0.07392 1.19571 0.06123
N -0.35372 1.75311 1.24198
C -0.69915 0.71380 2.22516
C -0.49395 -0.56739 1.36862
O -0.62467 -1.70850 1.73114
N -0.09215 -0.15937 0.11610
C -2.13601 0.89485 2.70366
C -3.08851 -0.11246 2.62538
C -4.37845 0.11538 3.08998
C -4.72427 1.34000 3.63418
C -3.76989 2.34515 3.72471
C -2.48352 2.11949 3.26792
C 0.28108 0.67356 3.39416
C 1.36690 1.53575 3.46965
C 2.24180 1.46466 4.54770
C 2.04132 0.52632 5.54622
C 0.95715 -0.33931 5.46941
C 0.07775 -0.26461 4.40337
H -0.62583 2.71888 1.32357
H -2.83076 -1.07828 2.21386
H -5.11507 -0.67454 3.02397
H -5.72987 1.51255 3.99321
H -4.02537 3.30226 4.15937
H -1.74124 2.90289 3.38563
H 1.53702 2.27026 2.69367
H 3.07764 2.15001 4.60552
H 2.71890 0.47383 6.38798
H 0.79185 -1.07184 6.24820
H -0.77128 -0.93345 4.35414
I 0.48451 -2.03435 -4.70791
C 0.11800 -0.01771 -5.06238
C -0.01929 0.52534 -6.32062
C -0.26979 1.88806 -6.39084
C -0.38565 2.62478 -5.22322
C -0.23899 1.98663 -4.00673
N 0.02388 0.68064 -3.94509
H 0.06115 -0.08864 -7.20513
H -0.38100 2.36563 -7.35497
H -0.59186 3.68472 -5.24844
H -0.33299 2.49627 -3.05893
C 5.33444 1.05151 -0.06953
N 4.30511 0.87021 -1.07109
C 4.27837 1.52720 -2.35780
C 3.03007 0.92439 -2.98434
O 2.66541 1.12919 -4.11321
N 2.41308 0.10810 -2.03905
C 3.22561 0.09232 -0.95623
N 2.96932 -0.61093 0.14096
H 6.22389 1.44434 -0.55588
H 5.60719 0.09604 0.38017
H 5.02322 1.74894 0.71065
H 5.15866 1.29588 -2.95806
H 4.17002 2.61111 -2.27531
H 2.32971 -1.39041 0.03096
H 3.62988 -0.62764 0.89819
```

=====

C31H26BrIN3PPt | wB97M-V/def2-TZVPD

* energy above the lowest of the compared OMol25 structures with the same formula, charge and spin: 3.359 eV
* 2S+1: 3
* molecular weight: 873.43 g mol⁻¹
* charge: +2
* HOMO (alpha / beta): -0.46605 / -0.51088 Ha

The geometry in XYZ format:
```
64
C31H26BrIN3PPt (wB97M-V/def2-TZVPD)
Pt 12.23576 13.77410 6.78964
I 14.71696 13.27732 7.22046
C 14.44963 12.84998 9.26570
C 15.47277 13.36784 10.01360
C 15.54280 13.17357 11.41444
C 14.49554 12.48612 11.97590
C 13.41637 11.97734 11.22550
C 12.41243 11.29193 11.94446
C 11.35604 10.76927 11.28006
C 11.29877 10.84108 9.88175
C 12.20491 11.55700 9.11872
P 11.80642 11.63274 7.33015
C 12.59539 10.29838 6.47236
C 13.33750 10.50782 5.29202
C 13.96795 9.41651 4.69680
C 13.96345 8.19711 5.37252
C 13.13280 7.97430 6.46914
C 12.45345 9.02601 7.03358
C 9.99163 11.51892 7.12762
C 8.18675 11.37444 8.91570
C 6.88277 12.15316 8.59552
C 6.93391 12.31382 6.39633
C 8.08548 11.76610 5.56685
C 9.40546 11.37188 5.89559
C 13.35838 12.11908 9.77940
H 16.22647 13.92872 9.48553
H 16.31127 13.61448 12.00783
H 14.46590 12.32184 13.06204
H 12.46062 11.18254 13.02751
H 10.57044 10.25661 11.79857
H 10.50776 10.30398 9.35271
H 13.39310 11.50744 4.84855
H 14.55228 9.54472 3.79190
H 14.64533 7.41663 5.05183
H 13.00914 6.98268 6.89048
H 11.78653 8.86865 7.89535
H 8.48303 11.44506 9.98950
H 6.28366 12.45645 9.44211
H 6.17344 12.69563 5.72929
H 7.82664 11.61965 4.52978
H 9.98521 10.95584 5.06342
C 6.39228 8.76914 6.74047
C 6.89490 9.92289 7.54989
C 6.28618 11.29880 7.43741
C 7.25782 13.26399 7.56635
C 8.72785 13.40491 7.87108
Br 9.85252 14.45456 6.67827
N 9.27554 12.18509 8.19480
C 7.98775 10.01084 8.34856
H 5.40885 8.50759 7.16109
H 6.99729 7.86402 6.69691
H 6.17333 9.08389 5.72234
H 5.19681 11.33278 7.39518
H 6.69128 14.17245 7.54123
H 8.69386 9.23298 8.56561
N 12.70347 16.72234 7.34115
C 13.02312 17.96499 6.92699
C 13.37894 17.85141 5.61006
C 13.21937 16.50477 5.27573
N 12.77000 15.83372 6.33376
H 12.37572 16.48926 8.24247
H 13.01774 18.80616 7.57921
H 13.73666 18.66325 4.99313
H 13.37621 15.93338 4.34365
```

=====

C31H26GeN5Pd | wB97M-V/def2-TZVPD

* energy above the lowest of the compared OMol25 structures with the same formula, charge and spin: 0.000 eV
* 2S+1: 2
* molecular weight: 647.61 g mol⁻¹
* charge: +2
* HOMO (alpha / beta): -0.48982 / -0.49167 Ha

The geometry in XYZ format:
```
64
C31H26GeN5Pd (wB97M-V/def2-TZVPD)
Pd 0.74901 0.86915 -1.03220
N 3.33143 -2.53694 -1.57987
C 2.36159 -1.66348 -1.76249
N 2.11836 -0.66600 -0.94612
C 2.96747 -0.45163 0.16651
N 2.84867 0.60362 0.91328
N 1.88153 1.45189 0.47775
C 1.58948 2.56821 1.01985
C 0.56595 3.36176 0.32198
C 0.15109 4.58508 0.79728
C -0.74044 5.34160 0.03989
C -1.16313 4.84796 -1.17692
C -0.73109 3.58952 -1.57831
N 0.09582 2.85044 -0.85469
C 3.99242 -1.43565 0.43967
C 4.82451 -1.35310 1.56204
C 5.79971 -2.30429 1.76033
C 5.96768 -3.34604 0.84583
C 5.16016 -3.44394 -0.26959
C 4.17510 -2.48666 -0.46285
H 3.45977 -3.27019 -2.26264
H 1.73622 -1.78720 -2.63721
H 2.11856 2.92694 1.89681
H 0.53694 4.95172 1.73955
H -1.07776 6.30641 0.39433
H -1.82828 5.40953 -1.81771
H -1.05212 3.17060 -2.52172
H 4.68809 -0.53777 2.25835
H 6.44358 -2.24346 2.62703
H 6.73996 -4.08542 1.00995
H 5.29041 -4.24965 -0.98184
C -2.18739 0.50399 -3.38373
Ge -1.63796 -0.04684 -1.59900
C -1.66161 -1.98355 -1.41854
C -0.64524 -2.85889 -1.05431
C -0.88695 -4.22231 -0.95930
C -2.15127 -4.72754 -1.22743
C -3.17936 -3.86347 -1.58021
C -2.93562 -2.50101 -1.67796
C -2.44176 0.91226 -0.13659
C -3.44710 1.79656 -0.45755
C -4.11912 2.52886 0.54057
C -3.73357 2.39718 1.84638
C -2.68444 1.51724 2.21706
C -2.26704 1.40222 3.56526
C -1.25947 0.54910 3.91523
C -0.63634 -0.24477 2.93034
C -1.01636 -0.15214 1.62007
C -2.03972 0.74000 1.21973
H -3.21647 0.14840 -3.49558
H -1.58390 0.00910 -4.14146
H -2.18983 1.57817 -3.55196
H 0.33582 -2.47910 -0.78740
H -0.09000 -4.89234 -0.66222
H -2.33835 -5.79042 -1.15205
H -4.17153 -4.24696 -1.77863
H -3.76097 -1.84907 -1.95062
H -3.75077 1.93460 -1.49116
H -4.93328 3.18771 0.26787
H -4.23161 2.96455 2.62433
H -2.77032 1.99839 4.31751
H -0.95141 0.46307 4.94896
H 0.13535 -0.94670 3.22109
H -0.55306 -0.79934 0.88502
```

=====

> Look up the charge of the second one.

+2

=====

> Which value of energy above the lowest of the compared OMol25 structures with the same formula, charge and spin does entry 3 give?

0.000 eV

=====

Please write out number 1 again, unchanged.
C31H25IIrN7O8 | wB97M-V/def2-TZVPD

* energy above the lowest of the compared OMol25 structures with the same formula, charge and spin: 0.000 eV
* 2S+1: 6
* molecular weight: 942.70 g mol⁻¹
* charge: +1
* HOMO (alpha / beta): -0.41486 / -0.41621 Ha

The geometry in XYZ format:
```
73
C31H25IIrN7O8 (wB97M-V/def2-TZVPD)
Ir 0.19341 -0.55657 -2.00372
O -3.60541 -5.22144 -0.07960
C -2.84047 -4.22107 -0.52942
C -3.36095 -2.98702 -0.92853
C -2.48061 -2.03530 -1.39051
N -1.17833 -2.27152 -1.45612
C -0.66404 -3.41841 -1.03078
C -1.46118 -4.44024 -0.57434
C 0.84308 -3.44362 -1.04058
O 1.48183 -4.41653 -0.73831
O 1.37557 -2.28685 -1.39391
C -2.86274 -0.64039 -1.82374
O -3.98489 -0.21872 -1.73239
O -1.84108 0.04115 -2.30631
H -4.53825 -4.97424 -0.08201
H -4.41663 -2.75003 -0.88299
H -1.02152 -5.36672 -0.23351
O 0.19651 1.72714 -1.03908
C -0.07392 1.19571 0.06123
N -0.35372 1.75311 1.24198
C -0.69915 0.71380 2.22516
C -0.49395 -0.56739 1.36862
O -0.62467 -1.70850 1.73114
N -0.09215 -0.15937 0.11610
C -2.13601 0.89485 2.70366
C -3.08851 -0.11246 2.62538
C -4.37845 0.11538 3.08998
C -4.72427 1.34000 3.63418
C -3.76989 2.34515 3.72471
C -2.48352 2.11949 3.26792
C 0.28108 0.67356 3.39416
C 1.36690 1.53575 3.46965
C 2.24180 1.46466 4.54770
C 2.04132 0.52632 5.54622
C 0.95715 -0.33931 5.46941
C 0.07775 -0.26461 4.40337
H -0.62583 2.71888 1.32357
H -2.83076 -1.07828 2.21386
H -5.11507 -0.67454 3.02397
H -5.72987 1.51255 3.99321
H -4.02537 3.30226 4.15937
H -1.74124 2.90289 3.38563
H 1.53702 2.27026 2.69367
H 3.07764 2.15001 4.60552
H 2.71890 0.47383 6.38798
H 0.79185 -1.07184 6.24820
H -0.77128 -0.93345 4.35414
I 0.48451 -2.03435 -4.70791
C 0.11800 -0.01771 -5.06238
C -0.01929 0.52534 -6.32062
C -0.26979 1.88806 -6.39084
C -0.38565 2.62478 -5.22322
C -0.23899 1.98663 -4.00673
N 0.02388 0.68064 -3.94509
H 0.06115 -0.08864 -7.20513
H -0.38100 2.36563 -7.35497
H -0.59186 3.68472 -5.24844
H -0.33299 2.49627 -3.05893
C 5.33444 1.05151 -0.06953
N 4.30511 0.87021 -1.07109
C 4.27837 1.52720 -2.35780
C 3.03007 0.92439 -2.98434
O 2.66541 1.12919 -4.11321
N 2.41308 0.10810 -2.03905
C 3.22561 0.09232 -0.95623
N 2.96932 -0.61093 0.14096
H 6.22389 1.44434 -0.55588
H 5.60719 0.09604 0.38017
H 5.02322 1.74894 0.71065
H 5.15866 1.29588 -2.95806
H 4.17002 2.61111 -2.27531
H 2.32971 -1.39041 0.03096
H 3.62988 -0.62764 0.89819
```